Formula: C17H6AlCl5F6NO6
Source: the OMol25 dataset
Level of theory: the ωB97M-V functional and the def2-TZVPD basis

## Properties
- HOMO (eV) = -6.02
- ΔE to the lowest compared entry with this formula, charge and spin (kJ/mol) = 0.0
- charge = -1
- HOMO-LUMO gap (eV) = 8.29

Geometry (Å):
Al 0.15 -0.07 0.31
O 2.33 -0.29 -3.03
C 1.87 -0.19 -1.91
O 0.64 -0.27 -1.53
C 2.80 0.07 -0.72
C 4.17 0.25 -0.71
C 4.77 0.50 0.52
C 4.02 0.57 1.69
C 2.65 0.37 1.59
N 2.11 0.13 0.41
C 1.58 0.40 2.68
O 1.90 0.62 3.83
O 0.41 0.19 2.20
H 4.72 0.21 -1.63
H 5.84 0.66 0.57
H 4.46 0.77 2.66
Cl -4.81 5.45 -0.61
C -3.54 4.30 -0.41
C -3.84 2.96 -0.19
Cl -5.48 2.44 -0.12
C -2.82 2.03 -0.03
Cl -3.14 0.37 0.25
C -1.46 2.41 -0.09
O -0.49 1.57 0.05
C -1.19 3.77 -0.31
Cl 0.47 4.24 -0.37
C -2.21 4.70 -0.47
Cl -1.82 6.36 -0.74
C -1.29 -2.59 -1.60
C -0.92 -2.77 -0.12
O -0.66 -1.60 0.55
C -2.11 -3.43 0.61
F -3.22 -2.70 0.43
F -1.92 -3.55 1.93
F -2.38 -4.67 0.13
C 0.33 -3.68 -0.02
F 0.62 -4.02 1.25
F 0.18 -4.83 -0.72
F 1.41 -3.06 -0.51
H -2.06 -1.83 -1.65
H -1.67 -3.51 -2.03
H -0.42 -2.24 -2.14

Formula: C17H8F6N2O2
Source: the OMol25 dataset
Level of theory: the ωB97M-V functional and the def2-TZVPD basis

## Properties
- HOMO (eV) = -9.98
- ΔE to the lowest compared entry with this formula, charge and spin (kJ/mol) = 71.6
- charge = 0
- structure (SMILES) = N#COc1ccc(C(c2ccc(OC#N)cc2)(C(F)(F)F)C(F)(F)F)cc1
- HOMO-LUMO gap (eV) = 9.90

Geometry (Å):
N -4.19 5.20 1.49
N 3.27 -1.58 -4.84
F 0.52 -1.48 3.52
F 1.31 0.05 2.01
F 1.66 -2.12 1.81
F -0.37 -3.41 1.25
F -2.04 -2.41 0.14
F -1.97 -2.54 2.38
C -4.21 4.30 2.16
C 2.57 -0.67 -4.56
O -4.28 3.27 2.97
O 1.96 0.30 -3.86
C -3.79 1.49 1.45
C -2.39 1.85 3.42
C 0.79 1.07 -1.89
C 0.93 -1.28 -2.27
C -2.80 0.52 0.99
C -1.45 0.84 3.03
C 0.10 0.70 -0.66
C 0.54 -1.57 -0.97
C -3.46 2.18 2.64
C 1.32 0.03 -2.67
C -1.67 0.10 1.79
C -0.05 -0.59 -0.18
C 0.68 -1.11 2.10
C -1.20 -2.37 1.31
C -0.66 -0.97 1.23
H -4.64 1.84 0.80
H -2.12 2.46 4.27
H 0.92 2.12 -2.19
H 1.10 -2.09 -2.94
H -3.04 -0.14 0.12
H -0.64 0.68 3.70
H -0.16 1.57 0.09
H 0.52 -2.60 -0.62

Formula: C17H9INO4Pt
Source: the OMol25 dataset
Level of theory: the ωB97M-V functional and the def2-TZVPD basis

## Properties
- HOMO (eV) = -5.38
- ΔE to the lowest compared entry with this formula, charge and spin (kJ/mol) = 0.0
- charge = -1
- HOMO-LUMO gap (eV) = 7.16

Geometry (Å):
Pt 0.44 0.90 -0.44
O -3.82 1.20 -6.06
C -2.85 0.42 -5.94
O -2.46 -0.51 -6.66
C -2.11 0.55 -4.58
C -2.50 1.52 -3.66
C -1.84 1.61 -2.46
N -0.83 0.79 -2.13
C -0.43 -0.12 -3.02
C -1.05 -0.28 -4.24
C 0.80 -0.91 -2.62
O 1.23 -1.79 -3.35
O 1.35 -0.58 -1.48
H -3.31 2.18 -3.92
H -2.12 2.35 -1.71
H -0.70 -1.03 -4.94
I -1.01 2.08 1.32
C 0.62 2.11 2.66
C 0.48 2.71 3.88
C 1.58 2.72 4.76
C 2.76 2.15 4.37
C 2.91 1.53 3.11
C 4.14 0.97 2.70
C 4.25 0.40 1.46
C 3.15 0.35 0.58
C 1.92 0.88 0.92
C 1.80 1.49 2.21
H -0.45 3.18 4.17
H 1.49 3.19 5.73
H 3.62 2.16 5.04
H 4.98 1.00 3.38
H 5.19 -0.03 1.15
H 3.26 -0.14 -0.38

Formula: C18H10AsCl2F11N5O4TeTi
Source: the OMol25 dataset
Level of theory: the ωB97M-V functional and the def2-TZVPD basis

## Properties
- HOMO (eV) = -13.12
- ΔE to the lowest compared entry with this formula, charge and spin (kJ/mol) = 138.0
- charge = +1
- HOMO-LUMO gap (eV) = 6.71

Geometry (Å):
Ti 0.94 0.20 -0.71
Cl 0.98 2.28 5.97
C 0.55 1.52 4.52
C 1.25 1.79 3.40
C 0.90 1.15 2.17
N 1.46 1.37 1.01
C 2.50 2.33 0.83
O 3.36 2.57 1.63
C 2.31 3.00 -0.48
C 3.00 4.14 -0.84
C 2.67 4.73 -2.06
C 1.67 4.16 -2.83
C 1.04 3.00 -2.40
N 1.36 2.44 -1.24
C -0.29 0.25 2.14
C -0.98 -0.01 3.39
C -0.58 0.58 4.52
Cl -1.38 0.26 5.99
N -0.64 -0.21 1.00
C -1.96 -0.85 0.97
O -2.91 -0.13 1.05
C -2.00 -2.33 0.93
C -3.20 -2.96 1.22
C -3.19 -4.35 1.30
C -2.00 -5.02 1.12
C -0.85 -4.29 0.82
N -0.85 -2.97 0.72
H 2.10 2.46 3.44
H 3.76 4.54 -0.19
H 3.19 5.62 -2.39
H 1.38 4.60 -3.78
H 0.28 2.51 -2.99
H -1.81 -0.69 3.40
H -4.09 -2.37 1.36
H -4.11 -4.88 1.51
H -1.94 -6.10 1.20
H 0.09 -4.80 0.63
F 0.71 -2.78 -3.76
Te 0.42 -2.65 -1.94
F 2.35 -2.46 -1.86
F 1.68 -1.09 0.28
F 0.86 -4.38 -1.45
F -1.27 -3.44 -2.31
O 1.61 0.07 -2.54
O 3.74 0.38 -2.21
N 2.65 0.29 -1.80
F -0.73 0.76 -1.44
As -2.25 0.33 -2.79
F -1.70 1.75 -3.58
F -3.17 1.28 -1.73
F -3.47 -0.07 -3.88
F -2.44 -1.02 -1.75
F -0.98 -0.54 -3.57

Formula: C18H10BrF4PRuSe2Te2
Source: the OMol25 dataset
Level of theory: the ωB97M-V functional and the def2-TZVPD basis

## Properties
- spin multiplicity = 5
- HOMO (spin up / spin down) (eV) = -14.46 / -15.01
- charge = +2
- HOMO-LUMO gap (spin up / spin down) (eV) = 6.56 / 5.78

Geometry (Å):
Ru -1.66 2.06 0.67
F -3.65 -4.56 -0.41
C -2.91 -3.49 -0.34
C -1.53 -3.58 -0.47
F -0.97 -4.75 -0.68
C -0.75 -2.43 -0.39
F 0.56 -2.57 -0.53
C -1.32 -1.19 -0.19
P -0.29 0.29 -0.06
C 0.75 0.09 1.39
C 2.11 -0.18 1.34
C 2.83 -0.27 2.53
C 2.19 -0.07 3.75
C 0.83 0.19 3.80
C 0.11 0.25 2.62
C 0.63 0.46 -1.57
C 0.12 -0.10 -2.75
C 0.81 0.07 -3.94
C 2.00 0.79 -3.96
C 2.51 1.34 -2.79
C 1.82 1.18 -1.60
C -2.70 -1.14 -0.05
Br -3.59 0.51 0.30
C -3.50 -2.25 -0.12
F -4.81 -2.17 0.03
H 2.62 -0.34 0.40
H 3.88 -0.50 2.50
H 2.76 -0.14 4.67
H 0.33 0.31 4.75
H -0.98 0.37 2.67
H -0.80 -0.66 -2.75
H 0.42 -0.36 -4.85
H 2.54 0.90 -4.89
H 3.44 1.89 -2.81
H 2.24 1.61 -0.69
Se -2.50 3.34 2.63
Te -2.79 5.63 1.86
Te -0.77 5.90 0.05
Se 0.04 3.57 -0.11

Formula: C18H11BF12IrN3O8S2
Source: the OMol25 dataset
Level of theory: the ωB97M-V functional and the def2-TZVPD basis

## Properties
- HOMO (eV) = -2.79
- ΔE to the lowest compared entry with this formula, charge and spin (kJ/mol) = 69.3
- charge = -2
- HOMO-LUMO gap (eV) = 7.31

Geometry (Å):
Ir -0.14 -0.45 -0.44
O 4.76 -3.78 -1.09
C 4.18 -4.22 0.02
O 4.60 -5.19 0.61
C 3.01 -3.45 0.50
C 2.30 -3.71 1.66
N 1.34 -2.78 1.75
N 1.37 -1.94 0.72
C 2.36 -2.32 -0.05
C 2.53 -1.49 -1.27
O 3.51 -1.70 -2.01
O 1.62 -0.63 -1.48
H 4.30 -2.96 -1.47
H 2.44 -4.48 2.39
H 0.58 -2.68 2.40
F -1.49 -1.07 4.69
C -2.41 -0.72 3.79
F -2.08 0.43 3.24
F -3.58 -0.57 4.43
S -2.54 -2.05 2.52
O -1.24 -2.11 1.91
O -3.04 -3.17 3.25
N -3.65 -1.54 1.52
S -3.42 -0.62 0.27
O -4.01 -1.17 -0.90
O -2.12 0.04 0.14
C -4.48 0.84 0.68
F -4.38 1.74 -0.30
F -4.15 1.41 1.82
F -5.76 0.45 0.76
F -1.61 -1.58 -2.73
C -0.67 -1.85 -1.76
F -1.22 -2.93 -1.06
H 0.20 -2.24 -2.30
F 0.25 2.80 2.15
B 0.86 1.63 2.58
F 2.26 1.72 2.48
F 0.49 1.31 3.88
F 0.44 0.54 1.71
C 2.35 4.39 -1.43
C 2.51 3.27 -0.60
C 1.62 2.23 -0.67
C 0.52 2.23 -1.56
C -0.43 1.15 -1.65
C -1.43 1.27 -2.58
C -1.56 2.39 -3.43
C -0.68 3.43 -3.34
C 0.38 3.37 -2.40
C 1.30 4.44 -2.31
H 3.04 5.22 -1.36
H 3.32 3.22 0.11
H 1.77 1.39 0.00
H -2.17 0.48 -2.67
H -2.37 2.42 -4.15
H -0.77 4.30 -3.99
H 1.16 5.31 -2.94

Formula: C18H11BaCl2NO2
Source: the OMol25 dataset
Level of theory: the ωB97M-V functional and the def2-TZVPD basis

## Properties
- HOMO (eV) = -7.49
- ΔE to the lowest compared entry with this formula, charge and spin (kJ/mol) = 0.0
- charge = 0
- HOMO-LUMO gap (eV) = 7.04

Geometry (Å):
Ba -0.12 -1.10 -1.50
C 4.96 -1.06 -1.51
C 5.35 -1.02 -0.18
C 4.40 -1.04 0.81
C 3.04 -1.12 0.49
N 2.67 -1.16 -0.80
C 3.60 -1.13 -1.75
C 1.96 -1.14 1.54
C 2.33 -1.07 2.89
C 1.36 -1.09 3.87
C 0.02 -1.18 3.51
C -0.32 -1.24 2.17
C 0.62 -1.23 1.12
H 5.67 -1.04 -2.32
H 6.40 -0.96 0.08
H 4.71 -1.01 1.85
H 3.25 -1.16 -2.78
H 3.36 -1.00 3.20
H 1.65 -1.04 4.92
H -0.74 -1.19 4.28
H -1.38 -1.30 1.93
Cl -6.33 3.88 -1.60
C -5.15 2.60 -1.56
C -5.58 1.27 -1.45
C -4.68 0.25 -1.41
Cl -5.25 -1.39 -1.27
C -3.27 0.47 -1.48
O -2.44 -0.50 -1.43
C -2.87 1.83 -1.61
C -1.48 2.23 -1.72
O -0.50 1.50 -1.76
C -3.81 2.87 -1.64
H -6.64 1.06 -1.38
H -1.33 3.32 -1.79
H -3.47 3.90 -1.73

Formula: C18H11CsN5O7
Source: the OMol25 dataset
Level of theory: the ωB97M-V functional and the def2-TZVPD basis

## Properties
- HOMO (eV) = -4.38
- ΔE to the lowest compared entry with this formula, charge and spin (kJ/mol) = 20.5
- charge = -1
- HOMO-LUMO gap (eV) = 5.44

Geometry (Å):
Cs 0.49 0.14 -1.07
O 2.92 1.37 -0.24
C 3.27 0.17 -0.11
O 3.21 -0.72 -1.00
C 3.61 -0.30 1.29
C 4.86 -0.38 1.79
C 5.07 -0.88 3.10
C 4.01 -1.29 3.87
C 2.73 -1.19 3.38
C 2.43 -0.72 2.05
O 1.30 -0.68 1.52
N 1.66 -1.62 4.26
O 0.53 -1.20 4.09
O 1.95 -2.40 5.17
N 6.40 -0.96 3.63
O 7.34 -0.59 2.92
O 6.57 -1.40 4.76
H 5.72 -0.07 1.21
H 4.18 -1.68 4.87
C -4.76 -2.60 0.37
C -4.37 -1.38 0.90
C -3.80 -0.41 0.09
C -3.62 -0.69 -1.26
C -3.98 -1.92 -1.79
C -4.57 -2.87 -0.98
N -2.99 0.23 -2.16
N -3.02 1.41 -1.78
C -2.31 2.27 -2.68
C -2.66 2.39 -4.02
C -1.91 3.26 -4.79
C -0.85 3.94 -4.22
C -0.59 3.74 -2.87
N -1.33 2.93 -2.10
H -5.20 -3.35 1.01
H -4.49 -1.18 1.96
H -3.48 0.54 0.49
H -3.79 -2.11 -2.84
H -4.86 -3.83 -1.39
H -3.49 1.82 -4.42
H -2.15 3.39 -5.84
H -0.23 4.61 -4.79
H 0.23 4.24 -2.38

Formula: C18H11N7O
Source: the OMol25 dataset
Level of theory: the ωB97M-V functional and the def2-TZVPD basis

## Properties
- HOMO (eV) = -9.17
- ΔE to the lowest compared entry with this formula, charge and spin (kJ/mol) = 0.0
- charge = 0
- structure (SMILES) = N#Cc1cc(Oc2cccnc2)cc(-n2nnc(-c3ccccn3)n2)c1
- HOMO-LUMO gap (eV) = 8.63

Geometry (Å):
N 1.84 5.39 3.49
C 1.74 4.45 2.81
N -1.09 -1.30 3.69
N -0.69 -0.10 3.54
N -0.49 -1.07 1.53
N 1.20 5.00 -2.99
N -1.31 -3.78 0.94
O 2.46 1.93 -1.30
C -0.99 -1.86 2.43
C -1.67 -5.06 0.81
C 2.24 5.20 -3.82
C 1.24 3.89 -2.22
C -1.45 -3.24 2.17
C -2.14 -5.88 1.83
C 3.37 4.40 -3.79
C -2.06 -4.02 3.20
C -2.38 -5.35 3.05
C 3.47 3.29 -2.93
C 2.13 3.20 0.73
C 0.77 2.21 2.48
C 1.05 1.04 0.43
C 1.56 3.28 2.00
C 2.38 3.03 -2.14
C 1.87 2.08 -0.08
C 0.49 1.11 1.71
N -0.25 0.03 2.25
H -1.61 -5.50 -0.19
H 2.23 6.06 -4.50
H 0.40 3.78 -1.55
H -2.33 -6.93 1.60
H 4.19 4.65 -4.43
H -2.16 -3.59 4.19
H -2.79 -5.94 3.87
H 4.38 2.69 -2.83
H 2.76 4.00 0.36
H 0.33 2.28 3.47
H 0.91 0.21 -0.21

Formula: C18H12BrCl2IrN2S
Source: the OMol25 dataset
Level of theory: the ωB97M-V functional and the def2-TZVPD basis

## Properties
- HOMO (spin up / spin down) (eV) = -14.23 / -14.23
- ΔE to the lowest compared entry with this formula, charge and spin (kJ/mol) = 145.6
- charge = +2
- HOMO-LUMO gap (spin up / spin down) (eV) = 4.94 / 4.94

Geometry (Å):
Ir 0.84 0.26 -0.59
Cl 0.85 2.23 -1.97
C -0.39 3.26 -1.35
C -0.82 4.33 -2.11
C -1.82 5.17 -1.61
C -2.37 4.95 -0.36
C -1.95 3.87 0.41
Cl -2.66 3.54 1.92
C -0.95 2.99 -0.08
S -0.48 1.67 0.92
H -0.39 4.51 -3.08
H -2.17 5.99 -2.21
H -3.13 5.61 0.03
Br 5.21 -1.82 4.85
C 3.91 -1.81 3.47
C 3.04 -2.89 3.33
C 2.08 -2.88 2.33
C 1.97 -1.78 1.46
C 2.88 -0.71 1.61
C 3.84 -0.72 2.60
N 1.04 -1.64 0.44
C 0.05 -2.47 0.26
C -0.86 -2.26 -0.82
C -1.84 -3.19 -1.17
C -2.71 -2.91 -2.21
C -2.57 -1.72 -2.90
C -1.56 -0.84 -2.52
N -0.75 -1.10 -1.50
H 3.11 -3.73 4.00
H 1.44 -3.73 2.23
H 2.80 0.12 0.91
H 4.53 0.10 2.70
H -0.13 -3.31 0.93
H -1.92 -4.12 -0.64
H -3.49 -3.61 -2.49
H -3.22 -1.45 -3.72
H -1.40 0.09 -3.05

Formula: C18H12Cl3GeN4O2Rh
Source: the OMol25 dataset
Level of theory: the ωB97M-V functional and the def2-TZVPD basis

## Properties
- spin multiplicity = 2
- HOMO (spin up / spin down) (eV) = -11.19 / -12.00
- ΔE to the lowest compared entry with this formula, charge and spin (kJ/mol) = 0.0
- charge = +1
- HOMO-LUMO gap (spin up / spin down) (eV) = 6.78 / 6.36

Geometry (Å):
Rh 0.10 -0.28 0.06
O 2.83 2.71 0.25
C 2.21 1.68 0.19
N 0.85 1.54 -0.02
C -0.08 2.52 -0.11
C 0.18 3.91 -0.10
C -0.87 4.78 -0.20
C -2.21 4.32 -0.31
C -2.51 2.99 -0.33
C -1.45 2.05 -0.22
N -1.59 0.70 -0.19
C -2.76 -0.03 -0.27
O -3.86 0.40 -0.52
C -2.51 -1.49 0.01
C -3.58 -2.36 0.11
C -3.34 -3.68 0.46
C -2.04 -4.08 0.70
C -1.01 -3.15 0.58
N -1.24 -1.89 0.22
C 2.88 0.34 0.36
C 4.25 0.28 0.55
C 4.85 -0.96 0.69
C 4.07 -2.10 0.62
C 2.70 -1.96 0.42
N 2.12 -0.77 0.29
H 1.20 4.26 0.00
H -0.68 5.84 -0.18
H -3.00 5.04 -0.38
H -3.52 2.63 -0.41
H -4.57 -1.97 -0.07
H -4.16 -4.38 0.55
H -1.80 -5.09 1.00
H 0.01 -3.42 0.78
H 4.80 1.21 0.60
H 5.92 -1.04 0.85
H 4.49 -3.09 0.72
H 2.06 -2.83 0.36
Cl 2.11 -0.46 -3.44
Ge 0.34 -0.68 -2.30
Cl -1.11 -1.50 -3.61
Cl -0.07 0.00 2.32

Formula: C18H12F3I3IrNO3S
Source: the OMol25 dataset
Level of theory: the ωB97M-V functional and the def2-TZVPD basis

## Properties
- spin multiplicity = 2
- HOMO (spin up / spin down) (eV) = -11.17 / -11.14
- ΔE to the lowest compared entry with this formula, charge and spin (kJ/mol) = 77.8
- charge = +1
- HOMO-LUMO gap (spin up / spin down) (eV) = 7.09 / 5.18

Geometry (Å):
Ir -0.06 -0.92 -0.04
O -1.40 0.13 -0.99
N -2.19 0.98 -0.27
C -3.07 1.71 -1.00
C -3.90 2.57 -0.37
C -3.83 2.69 1.03
C -2.93 1.93 1.74
C -2.08 1.04 1.06
S -0.96 0.02 1.86
H -3.03 1.52 -2.06
H -4.61 3.15 -0.94
H -4.48 3.37 1.55
H -2.85 2.00 2.81
I 0.78 -1.65 -2.66
C -1.00 -2.55 -3.41
I -2.41 -1.19 -4.20
H -1.44 -3.07 -2.57
H -0.67 -3.21 -4.20
I 1.97 -2.34 0.95
C 3.26 -0.71 0.88
C 4.56 -0.85 1.27
C 5.39 0.28 1.23
C 4.88 1.48 0.81
C 3.53 1.62 0.41
C 3.03 2.87 -0.02
C 1.73 2.98 -0.41
C 0.87 1.86 -0.36
C 1.30 0.62 0.05
C 2.67 0.49 0.44
H 4.95 -1.80 1.60
H 6.42 0.20 1.54
H 5.52 2.36 0.78
H 3.70 3.72 -0.04
H 1.34 3.93 -0.75
H -0.14 2.01 -0.70
F -1.86 -5.48 0.40
C -2.52 -4.38 0.79
F -2.90 -4.53 2.05
F -3.60 -4.25 0.03
C -1.57 -3.17 0.63
O -1.64 -2.50 -0.43
O -0.76 -2.92 1.53